w.
A molecular structure, C12H30Br3HfO9S2, computed with the ωB97M-V functional and the def2-TZVPD basis.

Geometry as XYZ:
```
57
Properties=species:S:1:pos:R:3:nbo_charge:R:1
Hf -0.436 0.426 -0.601 1.970
Br -0.838 -1.418 -2.806 -0.467
Br -1.651 2.419 1.060 -0.488
Br 2.049 1.647 -1.490 -0.450
O 1.266 -1.374 -0.339 -0.986
S 2.315 -2.381 -0.523 2.351
O 2.369 -3.221 -1.724 -0.853
O 3.804 -1.684 -0.352 -0.676
C 4.872 -2.522 -0.610 -0.078
C 6.247 -2.018 -0.155 -0.625
C 2.311 -3.422 0.980 -0.856
H 4.961 -2.715 -1.679 0.196
H 4.654 -3.505 -0.192 0.168
H 6.969 -2.834 -0.142 0.239
H 6.034 -1.469 0.762 0.217
H 6.557 -1.287 -0.901 0.219
H 1.962 -4.397 0.639 0.261
H 1.684 -3.020 1.776 0.265
H 3.303 -3.416 1.432 0.270
O 2.978 -0.871 2.231 -0.874
S 2.221 0.441 2.297 2.309
O 1.126 0.779 1.313 -0.970
O 1.750 0.682 3.892 -0.645
C 0.754 1.606 4.107 -0.090
C 0.357 1.586 5.572 -0.627
C 3.441 1.649 2.109 -0.891
H -0.126 1.235 3.581 0.203
H 1.113 2.602 3.848 0.183
H -0.340 2.414 5.699 0.231
H 1.103 1.680 6.361 0.230
H -0.153 0.657 5.826 0.218
H 4.075 1.558 2.991 0.275
H 2.967 2.627 2.195 0.262
H 3.960 1.530 1.158 0.294
C -6.498 -1.694 -2.547 -0.264
O -5.695 -0.702 -1.964 -0.549
C -4.696 -1.158 -1.076 -0.092
C -3.928 0.080 -0.501 -0.119
O -2.807 0.546 -1.274 -0.603
C -3.367 1.275 -2.379 -0.093
C -2.181 1.777 -3.149 -0.106
O -1.206 2.261 -2.199 -0.585
C -0.846 3.620 -2.549 -0.266
H -7.359 -2.113 -2.026 0.184
H -5.902 -2.542 -2.883 0.169
H -6.915 -1.323 -3.483 0.200
H -4.064 -1.858 -1.623 0.202
H -5.169 -1.577 -0.188 0.184
H -3.753 -0.162 0.547 0.218
H -4.532 0.957 -0.268 0.226
H -4.033 2.122 -2.218 0.209
H -3.962 0.588 -2.980 0.231
H -2.652 2.612 -3.667 0.204
H -1.921 1.132 -3.989 0.231
H -0.242 3.659 -3.456 0.206
H -0.277 4.170 -1.800 0.226
H -1.653 4.347 -2.641 0.202
```

As for the LUMO energy: -4.71 eV. Its net charge is +1. As for the orbital gap: 7.6 eV.

=====

x.
A molecular structure, C12H30Br3HfO9S2, computed with the ωB97M-V functional and the def2-TZVPD basis.

Geometry as XYZ:
```
57
Properties=species:S:1:pos:R:3:nbo_charge:R:1
Hf -0.321 -1.364 -0.286 1.907
Br 2.155 -0.192 -1.283 -0.513
Br -0.473 -3.139 -2.416 -0.386
Br -3.172 -1.011 -0.296 -0.479
O -0.120 3.348 -0.429 -0.915
S -0.709 2.456 0.544 2.391
O -0.716 1.042 0.231 -0.988
O -0.065 2.736 1.977 -0.696
C 1.388 2.710 2.015 -0.088
C 1.959 4.135 2.065 -0.631
C -2.387 3.031 0.857 -0.847
H 1.778 2.157 1.158 0.204
H 1.656 2.194 2.936 0.201
H 1.661 4.628 1.142 0.230
H 3.044 4.031 2.098 0.229
H 1.643 4.671 2.954 0.225
H -2.722 2.481 1.736 0.257
H -3.006 2.808 -0.009 0.274
H -2.379 4.104 1.021 0.269
O -0.812 0.011 -2.189 -0.983
S -1.158 0.906 -3.260 2.408
O -1.742 0.328 -4.445 -0.885
O -2.188 2.000 -2.660 -0.718
C -2.602 3.085 -3.531 -0.083
C -3.955 3.528 -3.020 -0.627
C 0.270 1.912 -3.710 -0.877
H -2.771 2.711 -4.545 0.210
H -1.814 3.836 -3.557 0.192
H -4.408 4.144 -3.801 0.233
H -3.941 4.078 -2.080 0.208
H -4.600 2.662 -2.883 0.234
H 0.947 1.224 -4.219 0.271
H 0.804 2.180 -2.797 0.273
H 0.015 2.774 -4.313 0.259
C 4.112 -2.369 3.025 -0.256
O 3.203 -3.102 2.222 -0.550
C 3.405 -2.794 0.854 -0.106
C 2.464 -3.556 -0.050 -0.099
O 1.089 -3.319 0.282 -0.599
C 0.643 -4.385 1.141 -0.086
C -0.879 -4.379 1.173 -0.088
O -1.190 -3.004 1.381 -0.614
C -2.238 -2.737 2.336 -0.246
H 5.156 -2.662 2.869 0.180
H 3.912 -2.684 4.049 0.202
H 4.022 -1.292 2.876 0.170
H 4.444 -2.955 0.541 0.194
H 3.247 -1.718 0.708 0.189
H 2.715 -4.612 -0.133 0.212
H 2.689 -3.190 -1.055 0.238
H 1.074 -4.336 2.137 0.225
H 0.862 -5.345 0.666 0.209
H -1.222 -5.007 1.995 0.217
H -1.294 -4.735 0.229 0.224
H -3.179 -3.210 2.055 0.216
H -2.399 -1.667 2.402 0.220
H -1.893 -3.144 3.289 0.192
```

As for the LUMO energy: -4.33 eV. Its net charge is +1. As for the orbital gap: 7.8 eV.

=====

Question: which arrangement is favored energetically? Ranking from most to least stable: x, w.

=====

w.
C6H11NO in the gas phase, computed with the ωB97M-V functional and the def2-TZVPD basis.

Geometry as XYZ:
```
19
Properties=species:S:1:pos:R:3:nbo_charge:R:1
C -0.730 -0.899 0.153 -0.081
C -1.415 0.384 0.682 -0.211
C -1.549 1.486 0.042 -0.392
C 0.789 -0.993 0.217 -0.232
C 1.614 -0.016 1.041 -0.460
C 1.747 -0.048 -0.435 0.072
H -0.875 -0.688 -1.821 0.362
H -2.278 -1.231 -1.087 0.362
H -1.082 -1.628 0.921 0.186
H -1.966 0.225 1.598 0.193
H -1.004 1.659 -0.889 0.202
H -2.113 2.402 0.326 0.199
H 1.121 -2.053 0.258 0.225
H 0.971 0.774 1.450 0.233
H 2.463 -0.349 1.623 0.222
H 2.636 -0.514 -0.932 0.178
H 1.715 1.813 -0.876 0.474
N -1.256 -1.310 -1.088 -0.818
O 1.210 0.988 -1.184 -0.714
```

As for the LUMO energy: 0.89 eV. The structure (SMILES) is C=C[C@@H](N)[C@@H]1C[C@@H]1O. As for the orbital gap: 9.7 eV.

=====

x.
C6H11NO in the gas phase, computed with the ωB97M-V functional and the def2-TZVPD basis.

Geometry as XYZ:
```
19
Properties=species:S:1:pos:R:3:nbo_charge:R:1
C 0.053 -1.962 1.105 0.110
C 0.174 -1.494 -0.334 -0.484
C 0.682 0.105 1.305 0.176
C 0.042 0.092 -0.070 -0.042
C -1.456 0.484 -0.089 -0.642
C 0.736 1.047 -1.075 -0.599
N 0.270 -1.119 1.978 -0.382
O 0.423 1.254 2.148 -0.690
H -0.443 -2.856 1.374 0.183
H 1.161 -1.589 -0.847 0.226
H -0.498 -1.913 -1.033 0.219
H 1.754 0.059 1.350 0.184
H -1.564 1.544 -0.279 0.219
H -1.867 0.188 0.921 0.212
H -2.060 -0.211 -0.852 0.228
H 0.382 1.986 -0.866 0.208
H 0.699 0.770 -2.037 0.209
H 1.722 1.120 -0.756 0.209
H -0.561 1.355 1.889 0.457
```

As for the LUMO energy: 0.76 eV. The structure (SMILES) is CC1(C)CC=N[C@@H]1O. As for the orbital gap: 10.6 eV.

=====

y.
A molecular structure, C6H11NO, computed with the ωB97M-V functional and the def2-TZVPD basis.

Geometry as XYZ:
```
19
Properties=species:S:1:pos:R:3:nbo_charge:R:1
C 0.944 -1.467 0.366 -0.610
C 0.416 0.031 0.375 0.089
C -0.855 0.178 1.211 -0.442
C -1.976 -0.267 0.198 -0.080
C -0.143 0.594 -0.921 0.064
C 1.271 0.615 -1.286 -0.246
H 0.070 -2.143 0.191 0.220
H 1.340 -1.617 1.330 0.216
H 1.784 -1.619 -0.438 0.215
H -1.028 1.327 1.362 0.209
H -0.797 -0.299 2.174 0.221
H -2.502 -1.261 0.305 0.194
H -2.882 0.418 0.263 0.176
H -0.524 1.692 -0.787 0.154
H 1.676 -0.293 -1.748 0.213
H 1.515 1.483 -1.874 0.192
H 1.439 1.958 0.258 0.353
N 1.619 0.880 0.153 -0.597
O -1.366 -0.212 -1.133 -0.542
```

As for the LUMO energy: 0.99 eV. As for the orbital gap: 10.0 eV.

=====

Question: which arrangement is favored energetically? Ranking from most to least stable: x, w, y.

=====

w.
2 unconnected molecules or ions with the total composition C6H11NO, computed with the ωB97M-V functional and the def2-TZVPD basis.

Geometry as XYZ:
```
19
Properties=species:S:1:pos:R:3:nbo_charge:R:1
C -1.224 1.817 -1.010 -0.628
C -0.654 0.955 0.086 -0.066
C -1.360 0.233 1.035 -0.091
N -0.500 -0.677 1.605 -0.533
C 0.808 -0.388 1.130 0.131
C 0.703 0.614 0.212 -0.308
C 1.919 -1.329 1.468 -0.643
H -1.654 1.179 -1.763 0.237
H -1.893 2.562 -0.626 0.207
H -0.463 2.493 -1.430 0.210
H -2.319 0.440 1.463 0.208
H -0.580 -1.581 2.038 0.408
H 1.610 0.783 -0.365 0.217
H 2.700 -0.874 2.105 0.228
H 1.407 -2.111 2.034 0.201
H 2.308 -1.935 0.652 0.217
H 0.240 -1.088 -2.442 0.470
H -0.643 -0.692 -3.546 0.465
O -0.405 -0.400 -2.648 -0.929
```

As for the LUMO energy: 0.69 eV. The structure (SMILES) is Cc1c[nH]c(C)c1.O. As for the orbital gap: 8.2 eV.

=====

x.
C6H11NO in the gas phase, computed with the ωB97M-V functional and the def2-TZVPD basis.

Geometry as XYZ:
```
19
Properties=species:S:1:pos:R:3:nbo_charge:R:1
C 0.615 -0.312 0.496 -0.190
C 1.757 0.115 -0.423 -0.620
C 0.624 0.531 1.763 -0.632
C -1.629 -0.147 0.419 0.588
C -0.735 -0.383 -0.671 0.051
N -0.707 -1.310 -1.693 -0.850
C -1.417 0.957 -0.609 -0.529
O -2.368 -0.603 1.267 -0.538
H 0.731 -1.364 0.771 0.202
H -0.711 -2.282 -1.410 0.392
H -1.207 -1.048 -2.533 0.395
H 1.616 1.145 -0.753 0.201
H -0.132 0.191 2.468 0.229
H 1.829 -0.526 -1.300 0.222
H 2.714 0.042 0.095 0.205
H 0.482 1.588 1.532 0.208
H 1.579 0.424 2.280 0.223
H -2.201 1.141 -1.336 0.229
H -0.840 1.840 -0.365 0.215
```

As for the LUMO energy: 0.90 eV. The structure (SMILES) is CC(C)[C@]1(N)CC1=O. As for the orbital gap: 8.8 eV.

=====

y.
C6H11NO in the gas phase, computed with the ωB97M-V functional and the def2-TZVPD basis.

Geometry as XYZ:
```
19
Properties=species:S:1:pos:R:3:nbo_charge:R:1
C 1.874 -0.113 1.109 -0.632
C 1.292 -0.010 -0.312 -0.041
C 0.753 1.427 -0.595 -0.651
C -0.842 -1.147 -0.291 0.089
C -1.684 -0.131 0.139 -0.448
C -3.170 -0.282 0.109 0.386
H 2.518 -1.073 1.181 0.210
H 2.513 0.724 1.489 0.230
H 1.087 -0.080 1.823 0.216
H 2.156 -0.183 -1.046 0.195
H 0.313 2.118 0.065 0.227
H 0.377 1.554 -1.649 0.233
H 1.743 2.003 -0.877 0.211
H 0.839 -1.801 -1.152 0.394
H -1.300 -2.133 -0.236 0.205
H -1.380 0.819 0.555 0.220
H -3.484 -1.321 0.331 0.101
N 0.396 -1.034 -0.748 -0.575
O -4.002 0.663 0.106 -0.568
```

As for the LUMO energy: 0.53 eV. The structure (SMILES) is CC(C)N/C=C/C=O. As for the orbital gap: 8.9 eV.

=====

Question: which arrangement is favored energetically? Ranking from most to least stable: w, y, x.

=====

w.
2 unconnected molecules or ions with the total composition C6H11NO, computed with the ωB97M-V functional and the def2-TZVPD basis.

Geometry as XYZ:
```
19
Properties=species:S:1:pos:R:3:nbo_charge:R:1
C 1.450 0.374 1.471 -0.463
C 1.664 -0.494 -0.760 -0.142
N 1.413 -0.721 0.535 -0.306
H 0.796 1.186 1.126 0.204
H 1.113 0.005 2.440 0.216
H 2.466 0.772 1.537 0.205
H 1.680 -1.380 -1.394 0.210
H 2.421 0.207 -1.097 0.183
C -0.863 1.178 -1.150 -0.712
C -0.459 -0.290 -1.135 0.538
C -0.902 -1.038 0.211 -0.234
C -1.821 -0.573 1.084 -0.441
O -0.513 -0.979 -2.159 -0.564
H -0.857 -2.109 0.057 0.213
H -1.946 1.211 -1.277 0.256
H -0.348 1.682 -1.965 0.233
H -0.662 1.705 -0.221 0.212
H -2.045 0.478 1.199 0.182
H -2.587 -1.215 1.498 0.210
```

As for the LUMO energy: -0.38 eV. The structure (SMILES) is C=CC(C)=O.C=NC. As for the orbital gap: 8.5 eV.

=====

x.
C6H11NO in the gas phase, computed with the ωB97M-V functional and the def2-TZVPD basis.

Geometry as XYZ:
```
19
Properties=species:S:1:pos:R:3:nbo_charge:R:1
C 1.746 -0.973 0.098 -0.604
C 0.703 -0.043 0.662 -0.246
C 0.910 1.401 -0.114 -0.108
C -0.592 0.156 -1.056 0.076
C -1.658 -0.836 -0.817 -0.364
C -0.700 -0.359 0.356 0.018
H 1.476 -1.204 -0.976 0.197
H 2.759 -0.621 0.168 0.211
H 1.665 -1.921 0.654 0.218
H 0.798 0.172 1.674 0.231
H 1.923 1.290 -0.698 0.186
H 0.838 2.300 0.528 0.197
H 0.164 -0.346 -1.719 0.171
H -1.558 -1.822 -1.199 0.222
H -2.708 -0.845 -0.592 0.231
H -1.281 1.571 1.280 0.351
H -2.586 0.230 1.314 0.376
N -1.538 0.382 1.344 -0.851
O -0.359 1.466 -0.909 -0.514
```

As for the LUMO energy: 1.03 eV. The structure (SMILES) is C[C@H]1CO[C@@H]2C[C@@]12N. As for the orbital gap: 9.0 eV.

=====

y.
2 unconnected molecules or ions with the total composition C6H11NO, computed with the ωB97M-V functional and the def2-TZVPD basis.

Geometry as XYZ:
```
19
Properties=species:S:1:pos:R:3:nbo_charge:R:1
C 0.535 -0.618 -0.812 0.134
C -0.254 -1.684 -0.190 -0.586
C -0.482 0.525 -0.888 -0.557
C -1.509 -1.155 0.321 -0.438
C -1.632 0.332 0.100 -0.421
C 2.881 1.076 0.254 -0.499
N 1.963 -0.030 0.565 0.194
O 2.487 -0.969 1.083 -0.311
H -0.425 -2.436 -1.057 0.256
H 0.349 -2.250 0.445 0.252
H 0.132 1.521 -0.795 0.220
H -0.924 0.459 -1.894 0.241
H -2.356 -1.494 -0.264 0.209
H -1.465 -1.562 1.333 0.222
H -1.613 1.001 0.971 0.206
H -2.601 0.540 -0.300 0.203
H 3.833 0.835 0.678 0.217
H 3.036 1.058 -0.825 0.242
H 2.352 1.938 0.549 0.218
```

As for the LUMO energy (alpha / beta): -0.12 / -0.26 eV. As for the orbital gap (alpha / beta): 7.7 / 7.4 eV.

=====

z.
A molecular structure, C6H11NO, computed with the ωB97M-V functional and the def2-TZVPD basis.

Geometry as XYZ:
```
19
Properties=species:S:1:pos:R:3:nbo_charge:R:1
C -2.437 0.765 0.351 -0.076
C 1.705 -0.833 -2.007 -0.712
C 0.332 0.554 1.781 -0.708
C 1.623 -0.442 -0.553 0.313
C 0.044 0.298 0.366 0.081
C -0.843 0.234 -0.538 -0.252
O -2.810 -0.164 1.317 -0.733
N 2.597 -0.586 0.252 -0.691
H -3.689 -0.534 1.159 0.480
H 3.450 -0.967 -0.187 0.329
H -3.133 0.846 -0.485 0.159
H -2.272 1.739 0.808 0.164
H -1.002 0.095 -1.588 0.225
H 2.676 -1.282 -2.256 0.219
H 1.556 0.051 -2.634 0.228
H 0.929 -1.565 -2.248 0.228
H 0.635 1.592 1.939 0.234
H 1.149 -0.107 2.096 0.268
H -0.513 0.306 2.427 0.244
```

As for the LUMO energy: 0.86 eV. As for the orbital gap: 8.9 eV.

=====

Question: which arrangement is favored energetically? Ranking from most to least stable: w, z, x, y.